C7H6N2O | ωB97M-V/def2-TZVPD

Properties
* strongest force on any atom: 0.064 Eh/bohr
* molecular weight: 134.14 g mol⁻¹
* HOMO level: -8.7 eV

XYZ file:
```
16
Properties=species:S:1:pos:R:3:nbo_charge:R:1
C 0.448 -1.281 -1.222 -0.092
O -0.192 -1.502 2.226 -0.509
N -0.155 -1.341 0.845 -0.032
H 0.623 -1.033 2.603 0.491
H -0.422 1.251 -1.803 0.267
C 0.894 -1.485 0.084 -0.122
H 1.023 -1.031 -2.114 0.215
H -2.345 -1.266 0.539 0.227
N -0.875 -1.206 -1.184 -0.482
H 1.783 -1.825 0.490 0.218
C -0.257 2.777 -0.031 -0.242
C -1.244 -1.178 0.099 0.110
C 0.037 1.887 -1.063 -0.144
H -0.623 3.800 -0.126 0.238
C 0.153 1.762 0.878 -0.028
C 1.153 1.673 -0.223 -0.115
```

---

C26H26N4O3S | ωB97M-V/def2-TZVPD

Properties
* strongest force on any atom: 0.032 Eh/bohr
* structure (SMILES): Cc1ccc(-c2nnc(Nc3ccccc3)c3ccccc23)cc1S(=O)(=O)NC[C@H]1CCCO1
* molecular weight: 474.59 g mol⁻¹
* HOMO level: -8.0 eV

XYZ file:
```
60
Properties=species:S:1:pos:R:3:nbo_charge:R:1
H 7.167 4.313 0.210 0.212
H 5.249 -1.048 0.165 0.391
N 1.108 0.088 -0.125 -0.211
C -5.034 -1.492 -1.102 -0.664
C -4.448 2.709 0.414 -0.246
H -1.899 0.615 -2.380 0.189
C -1.922 2.894 -0.112 -0.435
H -5.284 -2.422 -1.608 0.225
C -3.351 2.844 -0.664 0.083
H -0.330 1.637 -0.918 0.257
H 7.162 0.046 0.212 0.200
S -4.102 0.225 1.357 2.309
N 4.603 -0.273 0.131 -0.579
C -1.081 2.343 -1.269 -0.455
C 1.949 -4.623 0.210 -0.196
H -5.281 3.382 0.193 0.207
O -3.282 0.912 2.312 -0.948
C -2.122 1.664 -2.181 -0.068
H -3.047 -2.720 -2.450 0.215
C 1.522 -2.267 -0.026 -0.059
C -1.304 -2.050 -1.422 -0.198
H -1.638 3.905 0.172 0.216
H -1.324 0.020 1.248 0.256
C 5.241 3.371 0.149 -0.174
C 1.061 -3.592 0.058 -0.175
H -5.372 1.021 -0.312 0.403
C -3.040 -0.648 0.193 -0.311
H -0.628 -2.583 -2.077 0.219
H -5.330 -0.668 -1.754 0.222
O -3.371 1.709 -1.514 -0.557
H 8.391 2.167 0.250 0.213
H 4.857 -2.913 0.340 0.194
N -4.991 1.383 0.548 -0.837
H 4.699 4.305 0.132 0.212
H -3.543 3.746 -1.271 0.163
C 3.287 -0.605 0.067 0.396
C -0.793 -1.276 -0.383 -0.002
C 7.312 2.176 0.215 -0.195
H -0.001 -3.780 0.016 0.230
C 6.619 0.982 0.194 -0.274
C 3.321 -4.365 0.294 -0.210
O -5.054 -0.729 1.852 -0.938
C 2.907 -1.999 0.088 -0.097
C 3.793 -3.078 0.245 -0.142
H -4.035 2.967 1.390 0.234
H 1.595 -5.641 0.273 0.221
C -3.566 -1.419 -0.836 0.031
H -5.589 -1.427 -0.170 0.257
H 3.460 2.174 0.093 0.266
N 2.386 0.354 -0.004 -0.315
C -1.684 -0.576 0.424 -0.189
C 0.655 -1.137 -0.171 0.143
H -1.856 2.251 0.764 0.221
H -2.207 2.196 -3.140 0.165
C -2.667 -2.117 -1.638 -0.209
C 5.224 0.972 0.149 0.236
C 6.625 3.379 0.193 -0.242
H -0.579 3.147 -1.807 0.203
C 4.535 2.183 0.127 -0.286
H 4.011 -5.187 0.414 0.220
```

---

C34H83Cl3N10O10 | ωB97M-V/def2-TZVPD

Properties
* strongest force on any atom: 0.100 Eh/bohr
* structure (SMILES): COC[C@H](C)N.COC[C@H](C)N.COC[C@H](C)N.ClC(Cl)Cl.CN(C)C=O.CN(C)C=O.CN(C)C=O.CN(C)C=O.CN(C)C=O.CN(C)C=O.CN(C)C=O
* molecular weight: 898.46 g mol⁻¹
* HOMO level: -9.1 eV

XYZ file:
```
140
Properties=species:S:1:pos:R:3:mulliken_charge:R:1
H -1.030 5.492 -9.049 0.317
Cl -6.018 -5.266 -3.343 -0.107
C 3.836 -5.721 5.239 -0.993
H -1.672 0.132 6.962 0.321
H 6.459 0.185 5.234 0.307
H 2.260 -5.620 2.924 0.410
H -2.805 -3.873 2.778 0.279
C -7.160 1.513 0.863 -0.884
H 7.406 -2.188 0.204 0.338
H 1.407 4.262 -7.727 0.273
H 2.203 -1.991 -0.758 0.318
N -7.417 2.698 1.707 0.143
H 7.133 1.747 3.493 0.298
H -0.317 -0.012 -2.091 0.331
C 1.029 4.169 -5.654 0.555
H -4.847 2.127 7.916 0.306
C 2.497 -4.625 3.300 -1.012
H 4.858 -0.485 5.294 0.314
H 2.217 2.578 -6.122 0.256
H -3.241 0.531 6.294 0.286
Cl -5.195 -2.568 -2.475 -0.112
C 2.138 -1.028 -1.264 -0.896
H -1.715 -0.133 9.236 0.282
C 2.204 -3.973 5.581 0.128
H -3.167 -7.150 4.278 0.347
C -4.398 -0.467 -8.055 -1.405
O -2.361 -2.697 -6.994 -0.273
H -9.370 2.556 2.295 0.391
H 8.739 -1.126 -1.861 0.334
H -1.794 -4.538 -7.335 0.209
N 1.479 6.140 3.278 0.161
H -0.943 2.853 0.525 0.349
H -3.840 -7.763 2.701 0.272
N 2.895 -4.714 4.714 0.173
H 4.541 -5.345 5.980 0.300
C -0.279 6.144 -8.602 -0.778
O 2.234 -4.008 6.836 -0.643
H -2.736 -2.234 -9.499 0.199
H -0.156 3.678 -7.358 0.315
H 3.982 1.487 2.271 0.313
O -1.445 -6.765 0.728 -0.660
H -1.886 -4.792 1.176 0.217
N -2.482 -1.258 -9.558 -0.663
H 1.597 2.556 -4.652 0.235
O 1.332 0.001 -0.782 -0.241
H -0.830 7.068 -8.424 0.272
C -6.530 3.124 2.651 0.171
H -6.921 4.016 3.165 0.240
H -5.195 0.907 9.239 0.322
C -0.981 0.844 -0.180 0.187
O 0.146 5.754 -7.269 -0.305
H 6.149 2.427 2.189 0.335
H -4.557 0.244 -7.244 0.360
C -1.954 -5.860 1.435 0.285
C 8.210 -2.859 -0.097 -1.013
O 3.056 6.982 1.724 -0.632
H -0.513 -3.316 -7.382 0.288
C -2.578 0.713 7.140 -0.923
O 8.073 -5.132 -1.719 -0.598
H 3.051 4.710 -5.787 0.357
H 1.003 7.151 1.553 0.293
C 1.864 6.763 2.118 0.118
C -2.872 -0.698 -8.263 0.707
H -7.031 1.759 -0.191 0.273
H -1.956 0.641 -0.622 0.429
C 2.430 5.676 4.194 -1.018
C 4.018 0.869 3.182 0.180
H -4.869 -1.398 -7.738 0.258
H -2.785 -4.760 4.366 0.322
O -3.104 0.443 10.630 -0.589
H 2.369 4.601 4.028 0.354
H -0.028 5.128 4.160 0.325
N -0.962 0.379 1.219 -0.635
H -5.268 0.374 7.641 0.354
C 6.356 1.523 2.762 -0.836
H 2.445 4.773 -4.176 0.418
O 3.018 0.373 3.763 -0.698
H -0.257 -1.210 -0.877 0.434
H 0.485 6.374 -9.344 0.295
C 5.664 -0.222 4.609 -0.934
C 8.488 -4.101 -2.245 0.172
C -6.101 -3.556 -3.675 0.230
H 9.008 -2.758 0.639 0.345
C -0.055 -0.152 -1.043 -0.839
H -2.524 -0.917 -6.090 0.354
H -5.641 -3.348 -4.642 0.114
H -5.014 0.005 -8.820 0.376
C -4.746 1.100 8.265 -0.947
H 3.228 -4.183 2.624 0.271
H -1.518 -3.488 -8.819 0.316
H 6.175 -1.145 4.337 0.316
H -9.230 3.515 0.809 0.311
N -2.631 -5.983 2.571 0.071
C 0.109 6.060 3.611 -0.975
H -0.811 2.765 -1.282 0.321
H 3.200 -0.784 -1.311 0.281
C -8.752 3.276 1.759 -0.931
C -2.706 0.288 9.466 0.148
H -1.061 -1.005 -6.980 0.323
H 3.473 -6.702 5.547 0.324
H -0.658 6.080 2.836 0.333
H 7.705 -3.762 0.245 0.322
H -4.165 -4.729 3.475 0.360
H -0.057 6.867 4.323 0.362
H 1.544 -4.113 3.171 0.337
H -8.026 0.857 0.941 0.317
H -8.882 4.094 2.469 0.280
H -2.045 -7.807 3.198 0.342
H -2.325 1.756 6.950 0.363
H -6.308 0.925 1.207 0.315
H 1.870 -1.276 -2.291 0.354
C -1.516 -3.561 -7.731 -0.741
C 9.407 -1.955 -2.095 -0.939
C -3.002 -7.286 3.209 -0.947
H 4.490 -6.013 4.418 0.394
H 1.848 6.003 -5.219 0.325
C 0.539 4.478 -7.105 -0.638
H 10.221 -1.726 -1.407 0.309
Cl -7.664 -2.848 -3.733 -0.123
N 1.360 2.747 -5.615 -0.652
N 5.329 0.759 3.522 0.124
H 6.843 0.912 2.002 0.281
C 2.159 4.958 -5.211 -1.497
H -1.683 0.960 1.623 0.243
H 8.468 -3.842 -3.315 0.279
H -2.941 -0.967 -10.410 0.270
C -0.508 2.333 -0.328 -1.168
N 8.667 -2.991 -1.533 0.103
H -0.073 0.699 1.578 0.242
N -3.352 0.614 8.291 0.077
H 9.770 -1.904 -3.121 0.347
H 0.191 4.375 -4.988 0.259
H 1.481 -3.305 5.088 0.310
O -5.303 2.699 2.699 -0.627
C -3.087 -4.776 3.319 -0.890
H 2.097 5.705 5.232 0.357
H -2.447 0.305 -8.225 0.145
H 3.388 6.149 3.980 0.323
H 0.574 2.281 -0.211 0.291
C -2.120 -1.256 -7.044 -0.730
```

---

C55H60N9O7SeV | ωB97M-V/def2-TZVPD

Properties
* strongest force on any atom: 0.059 Eh/bohr
* multiplicity: 2
* charge: -1
* molecular weight: 1089.05 g mol⁻¹
* HOMO level (spin up / spin down): -2.6 / -2.7 eV

XYZ file:
```
133
Properties=species:S:1:pos:R:3:lowdin_spin:R:1
H -1.347 -4.138 -4.542 0.000
H 1.900 -6.104 1.363 0.001
H -2.494 5.175 -6.067 0.000
C -1.789 1.354 -1.681 0.007
C -7.374 -1.573 -2.469 0.000
C -2.312 -2.224 -1.616 0.002
H 4.264 0.260 6.373 0.000
C 1.590 1.299 -3.574 0.001
H 2.448 0.480 -5.393 0.000
H -0.852 -4.674 -0.899 0.000
H -4.598 2.985 -4.010 0.000
H -4.490 -3.973 -3.539 0.000
H 0.995 1.451 -5.679 0.000
N -0.097 0.593 1.590 0.006
O 0.100 0.135 -1.113 0.007
C 2.390 -4.100 0.785 0.001
O 4.537 2.592 5.334 0.000
O -2.400 -3.736 2.234 0.015
C -2.172 -4.662 -2.613 0.000
C 7.540 0.965 6.788 0.000
H 7.477 -2.347 7.475 0.000
H 4.620 6.400 4.325 0.000
C -3.029 5.129 -3.402 0.001
H -1.597 3.659 -6.181 0.000
H -8.343 -1.470 -2.964 0.000
C 1.513 4.641 2.846 0.000
H 0.317 4.407 1.102 0.000
H -2.957 -4.854 -4.653 0.000
H 2.929 -1.058 5.229 0.000
C -0.438 0.994 -1.938 0.002
H 1.027 6.559 2.031 0.000
C -4.928 -2.025 -2.803 0.003
H -5.419 -0.829 -5.222 0.000
N 2.758 -2.359 8.184 0.000
C -1.872 2.921 -3.492 0.009
O -1.774 -1.755 1.392 0.009
C 5.309 0.076 6.569 0.000
C 0.235 -4.732 1.610 0.005
H -5.893 0.257 -3.918 0.000
H -3.704 2.392 -5.410 0.000
C -0.190 -3.452 1.389 0.005
H -2.584 -6.727 -2.067 0.000
C -6.273 -1.848 -3.504 0.000
C 1.555 -5.084 1.259 0.011
H 9.027 -0.438 7.407 0.000
C 2.772 -1.691 0.288 0.013
H 8.213 1.808 6.724 0.000
H -0.970 4.995 -5.195 0.000
H -0.072 3.027 -4.612 0.000
C 1.565 -1.873 7.944 0.000
C 2.641 -1.398 6.211 0.000
N 6.432 3.533 5.941 0.000
H 4.459 -1.208 -0.394 0.000
C -0.561 2.557 -3.769 -0.001
H -0.603 4.567 2.604 0.000
C -1.875 4.471 -5.508 0.000
C -2.858 -3.300 -2.382 0.002
N 0.596 -2.466 0.890 0.021
O -1.096 -2.194 -1.164 0.005
C 4.845 -2.385 7.002 0.000
V -0.439 -0.947 0.212 0.838
H 2.469 0.600 -1.714 0.000
H -3.613 5.868 -3.957 0.000
H -2.128 5.612 -3.022 0.000
H -3.223 -5.527 -0.932 0.000
H -7.136 -0.469 -4.951 0.000
N -0.979 2.160 2.922 0.001
C 3.742 5.922 3.914 0.000
C 2.405 3.912 3.637 0.000
C -6.176 -0.646 -4.458 0.000
C -2.487 2.279 -2.420 -0.001
O 4.014 -2.031 -0.162 0.004
C -2.006 -4.901 -4.122 0.000
C 1.918 -2.785 0.641 0.015
H -4.041 -5.803 -2.474 0.000
H 3.422 -4.300 0.531 0.000
Se -2.604 0.313 -0.272 -0.005
H 2.255 2.858 3.833 0.000
C 7.984 -0.289 7.160 0.000
C 5.752 2.432 5.957 0.000
C 2.438 2.581 -3.586 0.000
H 5.039 -3.045 6.151 0.000
H 0.745 -1.977 8.634 0.000
N -0.008 2.689 2.145 -0.002
H 2.002 3.356 -4.216 0.000
C 2.835 6.630 3.166 0.000
H -1.696 0.179 2.965 0.000
C -3.065 -5.749 -1.988 0.000
H 2.531 2.979 -2.574 0.000
C -0.788 -4.800 -1.974 0.000
C -4.119 -3.146 -2.948 0.000
H 1.799 -0.686 -2.708 0.000
H -4.498 3.979 -5.467 0.000
C 0.179 1.616 -3.052 0.007
H 5.037 -2.940 7.919 0.000
C 1.730 5.999 2.636 0.000
C 5.759 -1.182 6.929 0.000
H 3.440 2.363 -3.962 0.000
C -1.009 0.898 2.562 0.000
C 6.197 1.150 6.462 0.000
C 2.337 0.261 -2.738 0.000
C 3.541 4.566 4.172 0.000
H -0.464 -5.444 2.025 0.000
C 0.270 4.100 2.149 0.000
C -4.444 -1.022 -1.975 0.000
C 7.111 -1.363 7.208 0.000
H -6.737 -3.964 -3.681 0.000
C 1.462 0.737 -4.999 0.000
H -7.434 -2.389 -1.748 0.000
C 4.572 3.904 4.951 0.000
C -3.946 3.284 -4.830 0.000
C -3.194 -1.131 -1.399 0.002
N 1.449 -1.258 6.745 0.000
H -5.021 -0.127 -1.770 0.000
O 2.459 -0.511 0.403 0.012
C -1.588 -2.986 1.706 0.006
H -3.620 4.796 -2.548 0.000
H -1.559 -5.881 -4.305 0.000
H -3.516 2.485 -2.151 0.000
C -2.660 3.943 -4.306 0.001
N 5.677 4.467 5.330 0.000
H 1.310 1.883 0.652 0.000
H 2.989 7.684 2.979 0.000
H -5.940 -3.273 -5.109 0.000
H -7.176 -0.653 -1.920 0.000
H -7.641 -2.920 -4.786 0.000
H 3.323 0.083 -3.179 0.000
C -6.667 -3.081 -4.319 0.000
H -0.392 -5.799 -2.181 0.000
H -0.092 -4.062 -2.365 0.000
H 0.851 -0.166 -4.983 0.000
C 0.521 1.731 1.370 -0.003
N 3.448 -2.049 7.068 0.000
```

---

C23H40Cl2FN2O18PS2 | ωB97M-V/def2-TZVPD

Properties
* strongest force on any atom: 0.020 Eh/bohr
* structure (SMILES): N#C[C@@](F)(CCCCS(=O)(=O)Cl)[C@](S)(C#N)P(O)Cl.COC(=O)OC.COC(=O)OC.COC(=O)OC.COC(=O)OC.COC(=O)OC
* molecular weight: 817.58 g mol⁻¹
* HOMO level: -10.1 eV

XYZ file:
```
89
Properties=species:S:1:pos:R:3:mulliken_charge:R:1
O 4.662 3.687 8.547 -0.336
O 4.086 -1.241 -1.032 -0.425
C -6.561 1.726 -5.148 0.792
O -2.615 -0.105 0.062 -0.497
H -0.700 8.071 -2.953 0.213
H -5.118 0.942 -3.094 0.167
O 6.198 3.154 9.966 -0.325
O 0.181 -7.553 -4.615 -0.323
H -0.290 2.576 -1.292 0.356
C 0.700 -3.114 0.191 1.931
H 7.609 2.646 11.321 0.214
O -0.255 3.918 -2.887 -0.330
C -6.064 1.441 -2.897 -0.343
C -0.318 -2.795 1.213 -0.132
F 1.467 -4.173 0.696 -0.483
C 5.737 3.106 3.338 -0.684
C 5.976 3.598 8.729 0.790
C 0.058 -3.610 -1.104 -1.317
H -6.270 1.468 -7.742 0.294
C 1.674 -1.903 0.008 0.759
C -0.879 4.933 -2.303 0.775
H 1.778 -1.000 2.235 0.150
O -1.657 4.862 -1.387 -0.548
H -2.179 7.204 -2.485 0.293
Cl -5.402 -0.343 -0.251 -0.304
H 0.803 -5.571 -4.736 0.282
H 0.812 -3.696 -1.884 0.299
H 1.732 0.854 4.917 0.302
C -2.877 -8.315 -3.158 -0.599
H -2.602 -8.385 -2.108 0.278
P 2.910 -2.284 -1.395 0.175
H -0.266 -4.633 -0.913 0.485
C 1.430 1.816 4.506 -0.641
C -2.522 -3.356 -1.338 -0.863
O 4.506 3.356 4.025 -0.314
S 2.702 -1.664 1.531 -0.058
C 0.973 -0.652 -0.178 -0.924
H -1.633 2.418 -2.450 0.266
H 5.566 3.024 2.267 0.313
H 1.634 -6.560 -3.505 0.291
H -7.055 3.024 -7.374 0.294
H -3.071 -3.509 -2.262 0.436
H -4.452 -2.935 -0.497 0.573
H 8.093 3.968 10.236 0.290
C -1.122 -2.774 -1.652 -0.183
C 4.280 4.158 7.249 -0.449
H -1.018 -1.733 -1.358 0.015
H 0.629 2.234 5.107 0.223
C 7.580 3.010 10.299 -0.628
H -0.837 7.368 -1.326 0.290
H -8.016 1.670 -8.008 0.213
H 3.195 4.177 7.234 0.232
O 3.723 1.387 3.246 -0.534
O -5.522 2.297 -5.349 -0.544
C -1.097 7.242 -2.375 -0.626
H 4.663 5.162 7.078 0.304
H 6.374 3.961 3.543 0.222
O 6.824 3.869 7.917 -0.549
H -5.898 2.504 -2.727 0.341
Cl 1.914 -1.325 -2.920 -0.158
C -0.845 -7.385 -3.786 0.811
H 6.209 2.201 3.713 0.313
H 1.090 1.697 3.479 0.272
O -0.964 -6.491 -2.987 -0.521
C 1.202 -6.557 -4.504 -0.630
H -3.434 -7.397 -3.338 0.281
O -7.498 1.470 -6.065 -0.331
O -1.714 -8.369 -3.989 -0.339
N -1.055 -2.600 2.069 -0.548
C -0.572 2.630 -2.336 -0.557
O -0.495 6.062 -2.907 -0.338
O 2.510 2.753 4.574 -0.278
O -6.978 1.241 -3.983 -0.364
N 0.410 0.320 -0.423 -0.232
H 1.962 -6.822 -5.231 0.243
H 8.061 2.289 9.640 0.296
H -2.383 -4.337 -0.884 0.426
H -6.522 1.006 -2.017 0.126
C 3.592 2.398 3.884 0.820
H -1.017 -2.782 -2.734 0.390
H 4.637 3.486 6.475 0.144
H 0.005 1.904 -2.902 0.230
H -3.174 -2.690 0.661 0.387
C -7.177 1.943 -7.374 -0.626
C -3.433 -2.567 -0.386 -0.972
H 3.757 -0.327 -0.981 0.326
S -3.491 -0.840 -0.788 1.290
H -3.485 -9.170 -3.434 0.215
O -3.373 -0.670 -2.202 -0.573
```

---

C3H4OS | ωB97M-V/def2-TZVPD

Properties
* strongest force on any atom: 0.133 Eh/bohr
* multiplicity: 3
* molecular weight: 88.13 g mol⁻¹
* HOMO level (spin up / spin down): -5.8 / -9.7 eV

XYZ file:
```
9
Properties=species:S:1:pos:R:3:lowdin_spin:R:1
H 1.232 0.023 0.792 0.015
C -0.651 0.175 -0.024 0.573
H 0.946 1.220 -0.716 0.001
C 0.823 0.331 -0.203 0.090
C -2.687 -0.788 0.516 0.755
O -1.143 -0.847 0.653 0.230
H -3.049 -0.378 1.463 0.069
H 1.179 -0.380 -0.915 0.033
S -2.158 0.702 -0.584 0.234
```

---

C5H13N2 | ωB97M-V/def2-TZVPD

Properties
* strongest force on any atom: 0.098 Eh/bohr
* charge: +1
* molecular weight: 101.17 g mol⁻¹
* HOMO level: -14.1 eV

XYZ file:
```
20
Properties=species:S:1:pos:R:3:nbo_charge:R:1
C -0.283 1.674 1.268 0.118
H 0.595 -2.016 0.510 0.400
C 1.726 -1.174 -1.027 -0.061
H -2.138 0.413 -0.008 0.201
H 2.741 -1.135 -0.485 0.221
H 1.956 -1.430 -2.035 0.212
H -0.968 0.476 2.715 0.250
C -1.332 0.994 1.875 -0.517
H -2.070 1.719 2.175 0.264
C -1.958 -0.021 0.874 -0.581
H -1.411 -0.901 0.665 0.205
C 0.649 2.234 0.750 -0.343
H 0.327 0.095 -1.733 0.422
H 0.396 -2.780 -1.044 0.421
N 0.721 -1.974 -0.449 -0.865
H 1.748 0.947 -1.865 0.449
H 0.851 0.644 -0.317 0.468
H 1.357 2.884 0.493 0.243
N 1.190 0.186 -1.298 -0.743
H -2.931 -0.358 1.316 0.236
```

---

C2HClN2S | ωB97M-V/def2-TZVPD

Properties
* strongest force on any atom: 0.041 Eh/bohr
* molecular weight: 120.56 g mol⁻¹
* HOMO level: -8.7 eV

XYZ file:
```
7
Properties=species:S:1:pos:R:3:nbo_charge:R:1
N -1.319 0.978 0.030 -0.027
H -0.098 -0.652 -0.789 0.258
N -2.150 1.704 0.574 -0.351
Cl -2.335 3.299 -0.144 0.067
C -0.588 0.195 -0.429 0.076
C 1.435 0.606 1.574 -0.197
S 0.786 0.896 2.942 0.173
```